Computed, not measured: C50H46N4OPRhSeSi as an isolated structure in a non-equilibrium geometry, with wB97M-V/def2-TZVPD.

The geometry in XYZ format:
```
105
Properties=species:S:1:pos:R:3:mulliken_charge:R:1
Rh -0.176 1.204 -1.154 0.785
C 6.742 4.610 -1.114 -0.480
C 5.606 5.322 -1.462 -0.787
C 4.356 4.737 -1.378 -0.594
C 4.222 3.415 -0.958 -0.402
C 5.372 2.712 -0.592 0.037
C 6.618 3.305 -0.665 -0.851
C 2.916 2.734 -0.968 1.435
C 1.853 3.256 -0.188 0.269
C 1.991 4.292 0.764 -1.153
C 0.735 4.533 1.273 -1.530
C -0.149 3.652 0.610 0.628
N 0.547 2.855 -0.261 -0.055
C -1.553 3.681 0.739 1.020
C -2.417 2.862 0.024 0.412
C -3.839 3.054 -0.054 -1.598
C -4.329 2.072 -0.846 -1.252
C -3.214 1.249 -1.229 0.465
C -3.323 0.023 -1.868 1.063
C -4.651 -0.378 -2.372 -0.789
C -5.380 -1.419 -1.809 0.089
C -6.638 -1.736 -2.289 -0.942
C -7.182 -1.023 -3.345 -0.421
C -6.458 0.008 -3.922 -0.847
C -5.206 0.335 -3.433 -0.015
C -2.199 -0.808 -2.138 0.446
N -0.900 -0.393 -2.100 0.153
C -0.150 -1.424 -2.609 -0.291
C 1.213 -1.346 -2.955 1.739
C 1.769 -2.368 -3.858 -0.636
C 1.176 -2.562 -5.106 -0.403
C 1.742 -3.420 -6.030 -0.793
C 2.898 -4.117 -5.716 -0.473
C 3.473 -3.962 -4.464 -0.741
C 2.919 -3.090 -3.545 0.013
C 2.035 -0.268 -2.628 0.390
C 3.367 -0.088 -3.124 -1.608
C 3.834 1.067 -2.595 -1.610
C 2.795 1.596 -1.757 0.183
N 1.699 0.779 -1.825 0.407
C -0.985 -2.533 -2.887 -1.535
C -2.270 -2.137 -2.608 -0.954
N -2.062 1.780 -0.723 0.212
C -2.144 4.713 1.618 -0.943
C -2.668 4.377 2.863 0.113
C -3.218 5.355 3.674 -0.806
C -3.259 6.671 3.242 -0.411
C -2.754 7.008 1.996 -0.863
C -2.193 6.036 1.191 0.153
H 7.717 5.066 -1.197 0.394
H 5.695 6.338 -1.814 0.388
H 3.481 5.290 -1.682 0.476
H 5.279 1.689 -0.252 0.466
H 7.497 2.744 -0.379 0.409
H 2.909 4.776 1.038 0.631
H 0.451 5.246 2.023 0.581
H -4.374 3.851 0.426 0.486
H -5.347 1.894 -1.135 0.571
H -4.967 -1.965 -0.972 0.450
H -7.196 -2.544 -1.838 0.410
H -8.169 -1.266 -3.711 0.397
H -6.872 0.557 -4.756 0.396
H -4.642 1.145 -3.873 0.489
H 0.283 -2.004 -5.352 0.491
H 1.283 -3.534 -7.004 0.373
H 3.348 -4.771 -6.449 0.393
H 4.364 -4.515 -4.203 0.410
H 3.376 -2.968 -2.574 0.449
H 3.860 -0.754 -3.803 0.626
H 4.781 1.532 -2.778 0.657
H -0.651 -3.496 -3.225 0.722
H -3.163 -2.718 -2.700 0.645
H -2.631 3.347 3.191 0.435
H -3.623 5.094 4.643 0.413
H -3.678 7.436 3.879 0.375
H -2.807 8.028 1.645 0.393
H -1.792 6.292 0.222 0.494
C -4.203 -1.929 4.043 -1.162
Si -3.530 -0.601 2.845 0.458
C -2.061 0.225 3.737 -0.444
C -4.854 0.714 2.459 -0.640
Se -2.849 -1.652 0.941 -0.095
H -4.525 -1.472 4.974 0.332
H -3.438 -2.664 4.277 0.315
H -5.049 -2.458 3.617 0.302
H -2.397 0.818 4.584 0.577
H -1.525 0.873 3.051 -0.461
H -1.368 -0.522 4.114 0.404
H -5.320 1.090 3.366 0.441
H -5.634 0.304 1.823 0.304
H -4.401 1.553 1.936 -0.138
C 1.594 0.994 2.991 -0.911
P 1.304 -0.324 1.754 0.860
C 1.008 -1.894 2.659 -1.333
C 2.906 -0.561 0.904 -0.597
O 0.173 -0.002 0.844 -0.049
H 2.447 0.758 3.619 0.463
H 0.697 1.090 3.598 0.195
H 1.777 1.934 2.472 0.056
H 1.364 -1.831 3.683 0.450
H 1.511 -2.709 2.144 0.419
H -0.061 -2.088 2.646 0.205
H 3.677 -0.845 1.614 0.557
H 3.178 0.367 0.407 -0.397
H 2.788 -1.335 0.148 0.240
```

Properties
Gap between HOMO and LUMO (spin up / spin down) (eV): 4.4 / 4.8
Total energy (hartree): -5370.118939
Expectation value of S²: 6.131
Net charge: 0
LUMO level (spin up / spin down) (eV): -0.6 / -2.4
Spin multiplicity: 5